# C27H46F3N6O6OsPS2

A molecular structure, C27H46F3N6O6OsPS2 (wB97M-V/def2-TZVPD, OMol25).

## Properties
E_HOMO (spin up / spin down), Eh: -0.5156 / -0.5152
2S+1: 5
Frontier orbital gap (spin up / spin down), eV: 9.263 / 5.429
LUMO level (spin up / spin down), hartree: -0.17521 / -0.31564
Charge: +2

Last column: Mulliken spin population.
Cartesian coordinates (Å):
H: -1.419 -2.771 -4.143  0.000
N: -0.724 2.955 0.639  0.065
C: -1.528 3.329 -0.372  -0.010
H: 0.633 -1.037 -4.234  0.000
H: -0.217 -3.276 4.597  0.000
H: 1.454 -4.461 0.621  -0.002
H: 4.094 -3.991 2.093  0.000
H: 4.515 0.442 0.094  0.032
H: -2.331 -1.675 -2.018  0.000
O: -4.016 -0.710 1.475  0.008
H: -0.950 6.633 -0.458  0.000
C: -0.785 -2.416 -3.333  -0.001
C: 0.035 3.887 1.243  0.020
F: -5.731 0.781 -0.460  0.000
H: 0.612 5.933 1.396  0.000
C: -0.958 -2.864 5.283  0.001
H: -2.015 -3.388 -1.829  0.000
H: -0.011 -0.868 5.002  0.001
H: -0.695 -3.184 6.289  0.000
C: 3.649 1.023 -0.250  -0.035
H: -1.016 -0.448 -4.225  0.000
N: 2.751 0.109 -0.953  0.564
C: -0.003 5.214 0.874  0.000
C: -1.613 4.638 -0.800  -0.001
C: 3.309 -0.503 -2.152  -0.034
O: -1.058 -0.726 2.574  0.023
N: 0.861 0.578 0.844  0.259
H: 2.563 -1.155 -2.598  -0.001
H: 2.306 -2.927 -1.098  0.004
H: -2.117 2.537 -0.809  0.015
C: -2.546 5.100 -1.897  0.001
H: 2.798 -5.058 2.599  0.001
S: -2.034 -0.901 3.777  0.009
Os: -0.844 1.062 1.478  2.343
H: 3.632 -1.406 2.032  0.020
C: 4.746 1.540 -2.454  -0.003
H: 3.808 -2.686 -0.174  0.025
H: 3.263 2.758 -1.459  -0.001
O: -3.752 3.405 -4.733  0.000
C: -0.976 -1.341 5.182  -0.002
H: 2.015 -0.825 2.488  0.002
C: -0.571 -2.150 -0.859  -0.002
H: 2.893 1.134 -3.485  -0.008
H: -2.113 -2.974 2.725  -0.001
H: 2.725 -2.836 3.797  -0.001
O: -2.851 6.274 -1.959  0.000
C: 2.562 -1.648 2.034  -0.020
H: 4.829 2.754 -0.655  0.000
C: -0.279 -0.997 -3.636  0.004
C: -0.040 -0.221 -2.341  0.022
H: 1.259 -3.132 2.859  -0.006
C: 3.770 0.588 -3.128  0.055
C: -3.864 4.507 -3.863  0.000
F: -5.825 1.702 1.501  0.001
H: 0.058 -3.110 -3.270  -0.001
H: -1.437 -0.878 6.055  -0.001
H: -2.662 3.215 -2.744  0.000
C: -5.070 1.485 0.442  0.006
C: 2.519 -4.214 0.636  0.020
C: -2.672 -2.582 3.577  0.005
N: 0.448 -1.145 -1.288  0.026
H: 5.034 2.334 -3.143  0.004
H: -4.314 3.546 -5.500  0.000
C: 4.119 2.131 -1.200  0.046
H: -0.042 -3.068 -0.597  -0.005
P: 1.379 -0.502 -0.125  0.007
S: -3.575 0.534 0.935  0.019
H: -2.426 -4.393 4.729  0.000
H: -4.890 4.643 -3.509  0.000
H: 0.695 0.574 -2.489  0.002
C: -0.853 5.600 -0.149  0.016
C: 2.336 -2.958 2.785  0.037
N: 2.107 -1.788 0.645  0.318
O: -2.714 0.486 -0.248  0.056
C: -1.537 -2.425 -2.008  0.010
N: -2.994 4.165 -2.753  0.000
O: -2.896 1.439 1.939  0.044
H: -3.724 -2.516 3.316  0.000
H: -1.112 -1.799 0.027  0.022
C: -2.358 -3.316 4.875  -0.001
H: 5.662 1.002 -2.189  -0.001
H: 3.120 1.428 0.609  0.006
H: 4.218 0.093 -3.990  0.001
H: 3.041 -4.996 0.085  0.001
H: -0.959 0.257 -1.991  -0.008
H: 0.679 3.534 2.037  -0.004
H: 4.175 -1.106 -1.848  0.050
H: -3.516 5.440 -4.311  0.000
H: -3.082 -3.046 5.647  0.000
F: -4.693 2.646 -0.087  0.000
C: 3.008 -4.126 2.076  -0.002
C: 2.731 -2.891 -0.096  -0.019

Force components x, y, z for each atom (eV/Å):
H 0.000 -0.002 -0.001
N -0.146 0.142 0.062
C 0.100 0.001 -0.049
H 0.007 0.001 0.003
H 0.007 -0.013 0.000
H 0.003 -0.015 -0.008
H 0.003 0.000 -0.006
H 0.017 0.006 -0.013
H -0.006 -0.010 0.004
O -0.063 0.033 0.046
H -0.002 0.002 0.000
C -0.001 0.009 0.008
C 0.032 -0.032 -0.059
F -0.005 -0.001 -0.007
H 0.003 0.000 0.003
C 0.001 0.010 -0.003
H -0.003 0.005 0.005
H 0.001 0.007 0.034
H 0.005 0.010 0.003
C -0.063 -0.002 -0.021
H 0.006 0.003 -0.012
N 0.175 -0.036 0.047
C 0.024 -0.007 0.000
C -0.016 -0.047 -0.014
C -0.040 0.033 0.003
O 0.158 -0.048 -0.064
N 0.039 0.161 0.184
H 0.003 -0.008 0.003
H 0.013 0.011 -0.003
H -0.053 -0.005 0.017
C 0.032 0.054 0.055
H 0.013 0.000 0.004
S -0.091 0.146 0.009
Os -0.106 0.141 0.258
H 0.002 0.001 -0.002
C 0.006 -0.016 0.019
H -0.001 -0.019 -0.015
H 0.004 0.007 0.001
O 0.024 0.027 0.019
C 0.050 -0.072 -0.035
H 0.019 0.004 0.004
C -0.004 -0.043 0.015
H 0.007 -0.004 -0.026
H 0.001 -0.017 -0.008
H -0.024 -0.017 0.007
O 0.003 -0.018 -0.029
C 0.011 -0.030 -0.024
H -0.011 0.009 0.002
C -0.005 -0.011 -0.001
C -0.004 0.029 0.008
H -0.010 -0.002 -0.008
C -0.018 0.001 -0.008
C 0.025 -0.023 0.009
F -0.017 -0.010 0.013
H 0.000 -0.003 -0.008
H -0.020 0.002 0.007
H -0.005 -0.005 0.005
C -0.012 0.053 0.048
C -0.012 0.022 -0.010
C -0.020 -0.025 0.017
N -0.054 0.052 -0.104
H -0.009 0.005 -0.001
H -0.026 -0.002 -0.009
C 0.008 0.005 0.008
H 0.014 0.008 0.002
P -0.114 -0.229 -0.043
S 0.044 -0.004 -0.130
H 0.006 -0.001 -0.011
H 0.002 -0.004 -0.004
H 0.008 0.002 0.005
C 0.003 0.027 -0.012
C 0.018 0.038 0.043
N 0.135 0.114 -0.084
O -0.159 -0.114 0.025
C -0.005 0.002 -0.004
N -0.051 -0.003 -0.025
O 0.200 -0.219 -0.162
H -0.024 0.000 -0.013
H 0.010 -0.001 -0.020
C 0.005 0.029 0.006
H 0.010 0.009 -0.014
H 0.019 -0.011 0.018
H 0.003 -0.001 0.002
H 0.003 -0.004 0.006
H 0.014 -0.032 -0.017
H -0.025 0.015 0.029
H 0.008 0.009 -0.023
H 0.004 -0.010 -0.003
H -0.007 -0.016 0.001
F 0.028 0.026 -0.023
C -0.007 -0.010 0.005
C -0.094 -0.067 0.063